Entry 1:
A 2-piece molecular cluster, C31H27N2O2 overall, computed with ωB97M-V/def2-TZVPD.

CARTESIAN COORDINATES (ANGSTROEM)
H 0.05044 -1.44663 1.24031
C 3.13607 -3.24642 -0.62096
C -0.60239 0.26141 -1.72718
H -2.55115 3.81424 -3.15174
H -0.65047 3.11422 2.11908
C -0.55135 3.45095 -3.82357
C 5.49820 -3.01785 -2.03695
C 1.23771 -1.82702 -0.40552
C -0.91105 0.90108 0.58320
C 0.09132 -1.30128 0.14636
H -3.90527 -2.95401 1.33052
C -2.20609 -1.17202 3.40042
C -1.44128 -2.14870 2.70097
H -1.78319 5.80031 -1.00066
C -0.56593 1.94668 -3.56494
O 2.20646 -0.07822 -1.88805
C 3.34351 -2.15286 -1.46539
C -1.01008 2.58593 -1.14586
H -1.82403 5.33538 1.45906
H 0.37056 1.50558 -3.93360
H -0.83392 3.64872 -4.85931
H -3.45369 -1.26414 0.91093
C -0.30697 -0.66455 4.82493
H -1.38230 1.48370 -4.14008
H -2.19333 0.40276 4.85517
H -1.48626 5.24482 -3.05310
H -3.19570 -2.59580 -0.25076
C -0.52953 -0.08479 -0.35149
H -0.52132 -0.51650 -2.49153
C 0.38681 -1.75730 4.29351
C -1.17014 -3.75154 0.82649
C -1.80345 -2.61284 1.37177
H -2.35957 3.06640 1.70109
C -1.08133 2.22807 0.22569
C 1.93205 -3.00131 0.19634
C -1.27536 4.67999 0.78217
H -0.22901 4.99748 0.76515
C 2.21661 -1.18436 -1.35298
C -0.17203 -2.49204 3.25337
H 6.43486 -2.93197 -2.58586
C -1.88210 4.78540 -0.60142
C 5.26615 -4.15018 -1.22242
O 1.68650 -3.60204 1.24048
H 4.69686 -1.09737 -2.73444
C 4.08712 -4.25425 -0.48017
C -1.52940 4.16039 -2.91107
H 1.38431 -2.02636 4.65283
H 0.15997 -0.03503 5.58088
H 0.46408 3.82724 -3.66209
C -1.35470 3.24746 1.28695
N -0.83433 -4.73255 0.26860
H -3.24210 -0.99059 3.10388
H 6.02026 -4.93566 -1.16370
C 4.54473 -2.00000 -2.14554
H 0.42550 -3.26765 2.77382
C -1.62150 -0.41516 4.41399
H 3.88438 -5.08621 0.19103
H -2.95784 4.53885 -0.53411
H -0.97928 0.62129 1.63772
C -0.73314 1.58356 -2.12074
N -1.23401 3.88196 -1.52468
C -3.15986 -2.31867 0.81318

Summary:
Kohn-Sham gap   5.2 eV
Relative energy (zero: lowest compared OMol25 entry of this formula, charge and spin)   0.0 kJ/mol
Net charge   -1
E_HOMO   -0.1036 Ha
LUMO   0.0864 Ha

=====

Entry 2:
C31H27N5S2TeW as an isolated structure, computed with ωB97M-V/def2-TZVPD.

CARTESIAN COORDINATES (ANGSTROEM)
C 4.55904 -2.26793 -0.12266
C 1.77944 -2.57506 3.73057
H -1.11745 -2.07657 5.31317
H 6.90573 -2.55709 -2.60477
H 0.99395 7.25375 1.34123
H 0.83818 8.88658 -0.79801
H -4.68356 -3.76763 1.88642
H 1.15188 3.14747 -2.00142
H -4.25343 2.75846 -1.15566
C -3.45228 1.22805 -2.00884
C -3.85210 -4.13097 -2.10674
S 0.87580 1.03030 -0.69899
C 0.23457 2.64903 -0.19685
H 7.77131 -2.79446 -0.40860
C 4.86891 -2.43441 -2.25439
C 0.38235 6.72635 0.45060
N 0.86104 3.49679 -0.99705
Te -0.94400 -2.25588 -1.46358
C -3.26424 -3.03857 0.48950
H -4.22092 1.65982 -3.68348
C -3.60514 2.17275 -0.96463
C -2.27875 -0.57767 -1.71177
C 2.17355 -2.17420 1.23165
H -0.73685 3.82648 1.00264
H -1.83464 -1.08921 3.34813
H 6.18632 -2.44695 1.37925
C -3.24667 -3.18739 -0.69559
H 4.27585 -1.93180 -3.04355
C 0.88499 7.08288 -2.16515
N -0.06037 -1.77704 2.30154
H -1.89187 -0.31300 0.80406
W -0.52602 -0.86886 0.58766
N 1.65915 -1.81770 -0.05993
C 5.78945 -2.51857 0.15560
C 1.28467 -1.91741 2.72182
C 0.53510 4.70337 -1.23553
H -7.04505 -4.42702 -0.02727
C -3.10421 1.33890 -0.20677
H -3.65633 -3.61842 -3.17965
C -5.40382 -3.95741 -1.70872
C 1.08901 5.25726 0.17222
C -2.48696 0.01878 -2.77164
H 0.92909 -3.16751 5.41049
C -2.34050 0.24378 -0.27242
H 4.18786 -2.76294 2.58219
H -2.80865 -0.10952 -3.75424
C -0.21219 -2.13808 4.54521
H -2.92182 1.38940 0.74318
C 3.89978 -2.25820 -1.08583
C 1.16485 5.48091 -1.99123
C 0.94044 -2.35027 4.99910
N 3.62450 -2.40973 1.48634
C -0.73799 -1.53808 3.54298
S 2.31249 -2.17919 -1.55475
H -6.27356 -4.46041 -2.04749
H 0.57329 7.80514 -3.06621
H -0.63062 2.27694 1.26633
H 0.76513 5.21797 -3.44693
C -4.64595 -3.35012 0.81260
N -0.32756 2.97322 0.96697
C 0.88553 7.71855 -1.06227
C 6.71198 -2.57029 -0.75333
H -2.30565 -2.80314 1.11877
H 0.89881 5.10283 1.21057
C -5.81145 -3.68732 -0.29530
H 2.57448 -2.93891 4.06963
C 6.11211 -2.20083 -2.06918

Summary:
Kohn-Sham gap (spin up / spin down)   4.0 / 3.3 eV
Relative energy (zero: lowest compared OMol25 entry of this formula, charge and spin)   4826.7 kJ/mol
Net charge   +4
Spin multiplicity   3
E_HOMO (spin up / spin down)   -0.6267 / -0.6267 Ha
LUMO (spin up / spin down)   -0.4807 / -0.5071 Ha

=====

Entry 3:
C31H28BBiN7Te4 as an isolated structure, computed with ωB97M-V/def2-TZVPD.

CARTESIAN COORDINATES (ANGSTROEM)
H -2.48617 -1.55550 3.76485
N -1.55215 0.97170 -0.34799
C -1.16458 -3.87408 -1.87488
C -0.25324 -2.85100 -2.20782
C 1.50394 -1.67869 -3.56297
C 2.40737 -2.65433 -5.57173
H -1.91368 -3.16603 3.34628
C 1.54766 -0.75099 2.68398
Te 3.03234 2.09885 -1.88953
H 6.29094 1.73886 2.81408
C 3.69810 -0.07429 1.60303
H 2.71676 0.44400 4.79481
N -2.17341 0.03218 0.42405
C -3.40046 0.48340 0.77205
C -1.93997 5.65346 -1.25211
H 0.07541 -4.67670 -4.17735
C 4.56971 1.11265 3.94162
H -2.44391 -1.91909 1.42890
C -1.76777 -3.44438 -0.71551
C 0.71758 -3.81179 -4.30420
H -0.56275 2.28129 -2.48340
H 1.47569 -0.86334 -2.85170
Te -0.41293 2.48412 2.68979
C 0.87112 2.63742 1.08077
C 2.89466 -0.14229 2.73827
H 1.59937 -4.57115 -6.10616
C 2.36472 -1.61503 -4.64855
H -3.17443 4.51276 0.07791
H -4.68202 -1.20817 1.18224
Te 1.57155 5.46992 2.04560
C -4.36317 -0.26783 1.63439
H -0.52165 6.54827 -2.59663
N -0.29796 -1.87414 -1.31674
C -1.62193 -2.21845 3.80153
C -2.37811 1.99573 -0.45601
C -0.93231 3.22549 -2.09206
C 0.66906 -2.77855 -3.37223
C 3.34893 0.44957 3.91315
H -3.73217 -3.52382 0.17604
H -1.36734 -4.79799 -2.39777
H -3.93539 -0.49912 2.60887
C 4.91197 0.59802 1.62253
H 3.07833 -2.60677 -6.42077
H -5.24332 0.35451 1.79014
N 0.84661 -0.70926 1.56341
H -4.44014 2.36869 0.32321
C 5.35213 1.19670 2.79602
C -0.42648 -1.61124 3.13746
H 1.08292 -1.50768 4.73437
H 5.49790 0.66069 0.71509
H -1.37839 -2.40014 4.84785
H -3.08612 -5.06629 -0.39509
H 0.37504 4.35479 -3.35434
C -2.82610 -4.12669 0.09228
N -1.23068 -2.24051 -0.40157
H 3.00153 -0.74666 -4.76922
H 4.89437 1.59525 4.85577
N 1.55589 3.71373 0.89032
N -0.38512 -1.23070 1.83970
C 1.57854 -3.75386 -5.39398
C -1.92712 3.24301 -1.11761
C -0.92599 5.62490 -2.20065
C -3.57083 1.73496 0.22344
C -0.42164 4.40254 -2.62282
C -2.43090 4.47303 -0.70940
H 3.39966 -0.58027 0.68880
B -1.57457 -1.35669 0.82767
Bi 1.00860 0.87602 -0.43839
Te 3.03064 4.49165 -0.33542
C 0.79321 -1.32559 3.70980
H -2.32600 6.60208 -0.90250
H -2.49134 -4.35115 1.10700

Summary:
Kohn-Sham gap   5.6 eV
Relative energy (zero: lowest compared OMol25 entry of this formula, charge and spin)   183.1 kJ/mol
Net charge   -1
E_HOMO   -0.1351 Ha
LUMO   0.0723 Ha

=====

Entry 4:
C31H28CdN5O10 as an isolated structure, computed with ωB97M-V/def2-TZVPD.

CARTESIAN COORDINATES (ANGSTROEM)
N -3.09508 -0.45972 1.23896
C -4.02457 -1.24239 0.68600
O 2.11340 -2.75123 0.68247
H 4.06511 -4.37175 1.14068
H -2.10669 -1.04749 -2.61766
C 1.17628 3.68270 -2.66096
H 2.83856 2.04434 0.80928
C 3.98749 -0.00470 3.22633
H 2.76533 -1.94291 -4.01933
N 0.18341 -1.59313 2.59786
C 0.80849 -2.09613 -1.90451
C -1.29375 -3.42256 3.06471
H -0.01570 6.74047 -5.43690
C -1.82689 2.09708 -0.95298
H 1.06357 -4.79266 3.03986
H -1.19464 -4.17265 3.85410
H -2.65483 2.78448 1.04273
C 0.07856 -2.89752 2.71685
H -1.75345 -3.91579 2.20866
H -5.08760 2.05598 2.17630
O -2.35175 -2.85189 0.11896
H -0.60515 -1.86142 -4.78990
O -2.93806 2.51346 -0.51796
N 0.83919 -2.24909 -3.24416
C 3.12218 0.52376 2.26921
O 1.09877 0.43195 1.03158
C 3.08488 -4.81024 1.33286
H 2.37937 -3.61919 -3.58484
C -5.77796 0.27216 1.19466
H -6.82071 0.56036 1.17687
C -1.60790 4.15809 -2.38996
O -2.38922 2.79648 2.01218
C 5.22661 0.57442 3.44958
H 5.89130 0.15197 4.19460
H 5.05771 3.09937 1.20260
H 2.80613 -5.39832 0.45362
C -4.82795 1.09630 1.75160
C -3.50104 -2.50820 0.09322
C -1.00104 3.04972 -1.79089
H -4.00195 -4.02346 -0.86833
O -1.14736 6.11688 -3.83234
H -1.93797 -2.61613 3.41729
C -2.49856 1.56837 2.49767
C 3.52241 1.64161 1.54507
C 0.55657 4.75294 -3.25874
N -0.36331 -1.63449 -1.52206
O -1.93284 1.16923 3.47549
C 4.76272 2.22470 1.77147
H 0.27737 7.60809 -3.88602
C 1.98226 -2.70004 -4.01127
H -6.06974 -1.61650 0.18329
C 0.06726 6.64050 -4.35246
C 5.62092 1.69326 2.72296
C 1.13683 -3.82546 2.55416
O 1.12051 5.73188 -4.04616
H 1.66752 -2.89422 -5.03403
C -1.11584 -1.46815 -2.65493
H 2.24228 3.52370 -2.75085
H 3.66339 -0.87633 3.77864
N 1.47023 -1.09647 2.74785
C -5.37067 -0.93461 0.64315
O -1.32471 0.96950 -0.76599
H -2.66501 4.34130 -2.25744
H 1.61439 -2.34766 -1.22002
C -0.38461 -1.84987 -3.73669
H 6.59001 2.14598 2.89888
C 2.07414 -3.68458 1.52096
O -4.45317 -3.24284 -0.51498
Cd -0.60084 -0.82639 0.60080
C 1.78159 -0.09352 1.99927
H 3.14606 -5.47564 2.19468
H 0.78557 1.96377 -1.41036
C 0.36375 2.81994 -1.92218
C -3.49347 0.68909 1.76404
C -0.79808 4.98153 -3.12708

Summary:
Kohn-Sham gap   5.5 eV
Relative energy (zero: lowest compared OMol25 entry of this formula, charge and spin)   139.1 kJ/mol
Net charge   -1
E_HOMO   -0.1312 Ha
LUMO   0.0702 Ha